# 1
{"formula": "C28H28N10O3Re", "method": "ωB97M-V/def2-TZVPD", "symbols": ["Re", "C", "C", "N", "C", "C", "C", "C", "C", "C", "C", "N", "C", "C", "C", "C", "C", "C", "C", "C", "N", "C", "H", "H", "H", "H", "H", "H", "H", "H", "H", "H", "H", "H", "N", "C", "C", "C", "C", "N", "C", "N", "N", "C", "O", "O", "H", "H", "H", "H", "H", "H", "H", "H", "H", "H", "H", "H", "H", "H", "N", "C", "O", "C", "C", "N", "C", "N", "H", "H"], "positions_angstrom": [[0.162, 0.260, 0.682], [-0.934, 3.716, -1.740], [-0.161, 2.707, -1.178], [-0.450, 2.161, -0.008], [-1.556, 2.602, 0.693], [-2.375, 3.616, 0.192], [-2.043, 4.157, -1.066], [-3.471, 4.054, 0.975], [-3.681, 3.485, 2.191], [-2.843, 2.448, 2.686], [-1.805, 1.986, 1.938], [-0.853, 0.989, 2.235], [-0.343, 0.630, 3.503], [-0.965, 0.593, 4.716], [-0.240, 0.218, 5.880], [1.084, -0.097, 5.827], [1.755, -0.045, 4.582], [3.133, -0.312, 4.414], [3.712, -0.199, 3.180], [2.919, 0.135, 2.081], [1.620, 0.370, 2.197], [1.027, 0.307, 3.449], [-0.643, 4.137, -2.694], [0.731, 2.346, -1.678], [-2.675, 4.929, -1.493], [-4.119, 4.838, 0.599], [-4.508, 3.819, 2.806], [-3.059, 2.035, 3.658], [-2.017, 0.821, 4.816], [-0.762, 0.185, 6.828], [1.632, -0.380, 6.720], [3.727, -0.603, 5.277], [4.763, -0.392, 3.027], [3.349, 0.191, 1.090], [1.391, -0.419, -1.026], [0.556, -0.807, -2.225], [0.720, -2.317, -2.557], [1.058, -2.658, -3.993], [-0.083, -2.285, -4.935], [0.125, -1.017, -5.667], [-0.859, -0.160, -5.925], [-1.914, -0.114, -5.111], [-0.773, 0.678, -6.959], [-0.882, -0.516, -1.968], [-1.661, -0.561, -2.893], [-1.207, -0.271, -0.706], [2.139, 0.217, -1.280], [1.881, -1.247, -0.674], [0.832, -0.186, -3.076], [-0.201, -2.849, -2.311], [1.490, -2.732, -1.908], [1.196, -3.737, -4.055], [2.011, -2.215, -4.300], [-1.000, -2.190, -4.359], [-0.244, -3.069, -5.670], [0.911, -1.003, -6.298], [-1.869, -0.529, -4.202], [-2.691, 0.491, -5.316], [-0.095, 0.526, -7.686], [-1.521, 1.319, -7.166], [-0.467, -2.747, 3.197], [0.431, -2.400, 2.281], [-0.013, -1.597, 1.333], [1.739, -2.838, 2.370], [2.156, -3.562, 3.536], [2.455, -4.073, 4.527], [2.623, -2.572, 1.292], [3.322, -2.343, 0.397], [-1.422, -2.456, 3.083], [-0.249, -3.466, 3.870]], "total_charge": 2, "s_squared": 3.780, "relative_energy_ev": 0.0000, "spin_multiplicity": 4}

=====

# 2
{"formula": "C13H19CeN", "method": "ωB97M-V/def2-TZVPD", "symbols": ["C", "C", "C", "C", "C", "Ce", "N", "C", "C", "H", "H", "H", "H", "H", "H", "H", "H", "H", "H", "C", "C", "C", "C", "C", "C", "H", "H", "H", "H", "H", "H", "H", "H", "H"], "positions_angstrom": [[-0.919, 1.332, -3.916], [0.462, 0.951, -4.016], [1.203, 1.704, -3.059], [0.310, 2.560, -2.345], [-1.034, 2.284, -2.847], [-0.350, 0.301, -1.578], [-1.581, -1.313, -1.467], [-0.133, -2.825, -1.857], [0.954, -2.276, -2.516], [2.285, 1.706, -2.933], [0.870, 0.285, -4.775], [0.553, 3.244, -1.511], [-1.957, 2.773, -2.490], [-1.758, 0.935, -4.519], [0.924, -2.004, -3.608], [-0.881, -3.389, -2.441], [-2.575, -1.500, -1.119], [1.914, -2.050, -2.000], [-0.008, -3.185, -0.827], [0.180, 1.457, 3.705], [0.145, 0.042, 3.127], [1.242, -0.818, 3.748], [-1.230, -0.600, 3.399], [0.373, 0.117, 1.674], [0.616, 0.214, 0.477], [0.067, 1.433, 4.794], [-0.624, 2.076, 3.301], [1.113, 1.970, 3.466], [1.141, -0.871, 4.839], [1.207, -1.839, 3.367], [2.230, -0.421, 3.514], [-2.035, -0.004, 2.963], [-1.285, -1.607, 2.975], [-1.421, -0.682, 4.475]], "total_charge": -1, "s_squared": 0.752, "energy_ev": -28203.1313, "spin_multiplicity": 2}

=====

# 3
{"formula": "C4H9NO2", "method": "ωB97M-V/def2-TZVPD", "symbols": ["C", "C", "O", "C", "N", "C", "O", "H", "H", "H", "H", "H", "H", "H", "H", "H"], "positions_angstrom": [[2.169, 0.262, -0.324], [0.142, -0.656, -0.443], [0.300, -1.990, -0.487], [-0.360, -0.192, 0.911], [-1.342, 0.865, 0.717], [-2.341, 0.671, -0.185], [-2.587, -0.396, -0.711], [2.083, 1.349, -0.222], [2.890, -0.007, -1.100], [2.433, -0.201, 0.627], [0.970, 0.039, -0.979], [0.122, -2.258, -1.400], [-0.836, -1.057, 1.385], [0.405, 0.178, 1.600], [-1.127, 1.805, 1.006], [-2.922, 1.588, -0.394]], "total_charge": 0, "relative_energy_ev": 4.9293}

=====

# 4
{"formula": "C9H21F2HgN2O11S2", "method": "ωB97M-V/def2-TZVPD", "symbols": ["Hg", "N", "S", "O", "O", "F", "S", "O", "O", "F", "C", "O", "O", "O", "C", "C", "O", "O", "H", "H", "H", "H", "H", "H", "C", "O", "C", "C", "N", "C", "C", "O", "C", "H", "H", "H", "H", "H", "H", "H", "H", "H", "H", "H", "H", "H", "H", "H"], "positions_angstrom": [[0.743, 0.152, 0.623], [2.677, 0.971, 0.252], [3.940, 0.603, -0.529], [4.844, -0.318, 0.168], [4.479, 1.507, -1.645], [3.073, -0.409, -1.397], [3.474, 2.098, 1.339], [2.587, 3.035, 2.074], [4.880, 2.460, 1.143], [3.690, 0.867, 2.452], [-0.667, 0.842, 2.937], [0.343, 0.063, 2.995], [-0.983, 1.049, 1.795], [-1.283, 0.695, 3.933], [-3.935, -0.707, 1.047], [-4.164, 0.583, 0.232], [-4.599, 0.563, -1.130], [-2.584, -1.172, 1.006], [-4.742, -1.410, 0.846], [-4.103, -0.505, 2.105], [-3.274, 1.204, 0.131], [-4.936, 1.150, 0.753], [-4.437, 1.434, -1.499], [-2.054, -0.408, 1.247], [0.021, 3.033, -0.466], [0.194, 1.713, -0.968], [-0.307, 1.253, -2.257], [-0.445, -0.266, -2.377], [-0.647, -0.823, -1.001], [-0.624, -2.307, -1.112], [0.757, -2.828, -0.649], [1.176, -2.215, 0.538], [2.343, -2.729, 1.129], [-1.028, 3.187, -0.213], [0.258, 3.759, -1.243], [0.612, 2.896, 0.439], [0.145, 1.722, -3.131], [-1.293, 1.703, -2.374], [0.441, -0.740, -2.800], [-1.245, -0.485, -3.084], [-1.605, -0.657, -0.726], [-0.866, -2.595, -2.136], [-1.435, -2.580, -0.437], [1.448, -2.930, -1.486], [0.707, -3.889, -0.404], [3.224, -2.150, 0.849], [2.806, -3.662, 0.808], [2.397, -2.755, 2.217]], "total_charge": -1, "relative_energy_ev": 5.6661}

=====

# 5
{"formula": "C11H17ClNO", "method": "ωB97M-V/def2-TZVPD", "symbols": ["C", "C", "C", "C", "C", "C", "C", "C", "C", "C", "C", "N", "O", "Cl", "H", "H", "H", "H", "H", "H", "H", "H", "H", "H", "H", "H", "H", "H", "H", "H", "H"], "positions_angstrom": [[-3.480, -1.891, 0.147], [-2.410, -2.056, 1.086], [-3.712, -0.856, -0.604], [-1.404, -1.204, 1.331], [2.755, 0.737, -0.382], [1.972, 1.428, 0.749], [1.710, 0.484, -1.458], [0.903, 0.626, 1.270], [0.489, -0.329, -0.915], [-2.757, 0.187, -0.713], [-1.419, 0.168, 0.655], [-0.155, 0.556, 0.128], [-1.742, 0.969, 1.638], [-3.461, 1.794, -0.453], [-4.147, -2.764, 0.082], [-2.332, -2.918, 1.704], [-4.434, -0.900, -1.426], [-0.630, -1.338, 2.046], [3.529, 1.204, -0.886], [3.028, -0.242, 0.096], [2.755, 1.614, 1.561], [1.715, 2.344, 0.198], [1.239, 1.403, -1.840], [1.970, -0.093, -2.361], [1.257, -0.361, 1.583], [0.340, 1.065, 2.088], [-0.251, -0.834, -1.588], [0.952, -1.301, -0.517], [-2.380, 0.268, -1.753], [-0.059, 1.490, -0.259], [-2.345, 1.719, 1.433]], "total_charge": 1, "relative_energy_ev": 1.0657}

=====

# 6
{"formula": "C3H2N2", "method": "ωB97M-V/def2-TZVPD", "symbols": ["C", "C", "C", "N", "N", "H", "H"], "positions_angstrom": [[0.625, 0.224, -0.526], [-1.182, 1.460, 1.462], [0.408, -1.075, -0.386], [-1.339, 0.585, 0.707], [-0.692, -0.122, -0.478], [1.337, 0.972, -0.345], [0.843, -2.045, -0.433]], "total_charge": 0, "relative_energy_ev": 6.0590}

=====

# 7
{"formula": "C30H48O30S2", "method": "ωB97M-V/def2-TZVPD", "symbols": ["C", "C", "O", "S", "C", "O", "O", "H", "H", "H", "H", "H", "H", "H", "H", "C", "C", "O", "S", "C", "O", "O", "H", "H", "H", "H", "H", "H", "H", "H", "O", "C", "O", "C", "C", "O", "H", "H", "H", "H", "O", "C", "O", "C", "C", "O", "H", "H", "H", "H", "O", "C", "O", "C", "C", "O", "H", "H", "H", "H", "O", "C", "O", "C", "C", "O", "H", "H", "H", "H", "O", "C", "O", "C", "C", "O", "H", "H", "H", "H", "O", "C", "O", "C", "C", "O", "H", "H", "H", "H", "O", "C", "O", "C", "C", "O", "H", "H", "H", "H", "O", "C", "O", "C", "C", "O", "H", "H", "H", "H"], "positions_angstrom": [[30.674, 10.434, 15.260], [30.113, 11.686, 14.643], [28.808, 11.809, 14.987], [28.128, 13.232, 14.307], [26.375, 12.955, 14.267], [28.302, 14.231, 15.298], [28.438, 13.489, 12.915], [30.523, 10.263, 16.288], [31.714, 10.413, 15.276], [30.124, 9.843, 14.880], [30.436, 12.731, 14.977], [30.083, 11.837, 13.622], [25.649, 13.668, 13.764], [25.998, 12.864, 15.243], [26.309, 12.055, 13.679], [32.339, 21.100, 15.431], [33.209, 19.768, 15.652], [34.479, 20.148, 15.942], [35.731, 19.132, 16.186], [37.284, 19.981, 16.025], [35.595, 18.722, 17.536], [35.732, 18.157, 15.083], [32.471, 21.851, 16.185], [31.386, 21.028, 15.475], [32.475, 21.599, 14.604], [32.671, 19.295, 16.596], [33.144, 19.135, 14.892], [37.538, 20.646, 16.803], [37.186, 20.554, 15.091], [38.071, 19.183, 16.148], [28.181, 19.795, 14.759], [27.000, 20.196, 14.906], [25.953, 19.267, 15.165], [24.722, 20.042, 15.311], [25.185, 21.526, 15.240], [26.632, 21.423, 15.035], [24.115, 19.956, 14.385], [24.503, 19.845, 16.277], [24.907, 22.229, 16.169], [24.683, 22.178, 14.319], [31.859, 14.628, 14.370], [31.176, 15.593, 14.339], [31.585, 16.780, 14.826], [30.617, 17.713, 14.493], [29.538, 17.071, 13.755], [30.076, 15.706, 13.783], [30.258, 17.908, 15.391], [31.035, 18.629, 14.326], [29.691, 17.365, 12.659], [28.444, 17.108, 13.979], [30.079, 13.472, 7.616], [30.402, 13.775, 8.746], [30.278, 13.167, 9.912], [31.042, 13.708, 10.841], [31.694, 14.879, 10.149], [31.245, 14.820, 8.922], [30.626, 14.221, 11.703], [31.710, 12.969, 11.418], [32.674, 14.655, 10.096], [31.518, 15.862, 10.482], [37.172, 13.613, 18.097], [36.229, 13.795, 17.299], [35.202, 14.601, 17.466], [34.359, 14.595, 16.365], [34.724, 13.429, 15.578], [35.888, 12.870, 16.290], [33.338, 14.545, 16.734], [34.621, 15.544, 15.950], [34.757, 13.682, 14.637], [33.961, 12.580, 15.842], [29.613, 17.383, 17.758], [30.632, 17.180, 18.429], [31.826, 17.078, 17.897], [32.890, 16.694, 18.854], [32.074, 16.852, 20.176], [30.667, 17.029, 19.735], [33.201, 15.734, 18.588], [33.699, 17.551, 18.714], [32.169, 17.763, 20.697], [32.210, 16.034, 20.923], [30.871, 13.631, 21.112], [30.580, 13.596, 19.895], [29.389, 13.265, 19.446], [29.516, 13.233, 18.064], [31.068, 13.271, 17.712], [31.550, 13.671, 18.906], [28.983, 12.306, 17.675], [29.229, 14.177, 17.697], [31.589, 13.791, 16.992], [31.400, 12.255, 17.660], [32.057, 18.527, 11.551], [33.253, 18.153, 11.696], [33.526, 17.165, 12.442], [34.870, 16.743, 12.331], [35.432, 17.967, 11.731], [34.289, 18.638, 11.190], [35.207, 16.696, 13.434], [34.770, 15.929, 11.704], [36.161, 17.955, 10.920], [36.009, 18.676, 12.405], [27.780, 20.757, 7.408], [28.463, 20.368, 8.265], [28.153, 19.616, 9.300], [29.179, 19.336, 10.176], [30.406, 20.004, 9.423], [29.819, 20.689, 8.351], [28.991, 19.812, 11.017], [28.921, 18.237, 10.571], [31.158, 19.335, 9.142], [31.003, 20.918, 10.060]], "total_charge": 0, "smiles": "CCOS(C)(=O)=O.CCOS(C)(=O)=O.O=C1OCCO1.O=C1OCCO1.O=C1OCCO1.O=C1OCCO1.O=C1OCCO1.O=C1OCCO1.O=C1OCCO1.O=C1OCCO1", "relative_energy_ev": 9.5918}

=====

# 8
{"formula": "C4H6O2", "method": "ωB97M-V/def2-TZVPD", "symbols": ["O", "C", "C", "C", "C", "O", "H", "H", "H", "H", "H", "H"], "positions_angstrom": [[1.695, -0.906, -0.626], [0.756, 0.111, -0.759], [0.343, 0.757, 0.580], [-0.997, 0.114, 0.831], [-1.371, -0.487, -0.295], [-0.465, -0.412, -1.315], [1.362, -1.533, 0.032], [1.175, 0.803, -1.489], [0.253, 1.846, 0.488], [1.101, 0.559, 1.345], [-1.571, 0.172, 1.746], [-2.282, -1.024, -0.538]], "total_charge": 0, "smiles": "O[C@@H]1CC=CO1", "relative_energy_ev": 1.0872}

=====

# 9
{"formula": "C32H55N3O13S4", "method": "ωB97M-V/def2-TZVPD", "symbols": ["C", "C", "C", "C", "C", "C", "C", "C", "C", "C", "C", "C", "C", "C", "C", "C", "C", "C", "C", "C", "N", "S", "N", "C", "C", "C", "C", "O", "N", "C", "C", "H", "H", "H", "H", "H", "H", "H", "H", "H", "H", "H", "H", "H", "H", "H", "H", "H", "H", "H", "H", "H", "H", "H", "H", "H", "H", "H", "H", "H", "H", "H", "H", "H", "H", "H", "H", "H", "H", "H", "H", "H", "H", "H", "O", "S", "O", "O", "C", "C", "O", "H", "H", "H", "H", "O", "S", "O", "O", "C", "C", "O", "H", "H", "H", "H", "O", "S", "O", "O", "C", "C", "O", "H", "H", "H", "H"], "positions_angstrom": [[3.861, -5.049, 1.963], [3.497, -4.686, 0.383], [2.636, -3.265, 0.241], [3.590, -1.998, -0.251], [3.368, -1.751, -1.863], [4.167, -0.376, -2.283], [3.100, 0.879, -2.259], [3.749, 2.319, -2.718], [2.926, 3.637, -2.188], [1.304, 3.569, -2.468], [0.436, 4.663, -1.595], [0.102, 4.143, -0.043], [-1.077, 5.133, 0.521], [-1.558, 4.841, 2.059], [-1.424, 3.285, 2.554], [-2.688, 2.314, 2.048], [-2.198, 0.985, 1.222], [-0.923, 0.118, 1.783], [-0.441, -1.222, 0.969], [-1.141, -1.780, -0.404], [-0.850, -2.988, -1.267], [-1.999, -3.028, -2.623], [-2.887, -1.578, -2.215], [-2.416, -0.897, -0.944], [-2.973, 0.448, -0.159], [-4.288, 1.192, -0.798], [-5.627, 0.380, -0.303], [-5.959, 0.501, 1.011], [-6.519, -0.488, -1.169], [-6.833, 0.154, -2.506], [-5.997, -1.902, -1.310], [5.030, -5.135, 2.115], [3.498, -4.215, 2.719], [3.372, -6.059, 2.298], [4.459, -4.586, -0.284], [2.774, -5.543, 0.021], [2.312, -2.990, 1.357], [1.715, -3.403, -0.478], [4.713, -2.162, 0.046], [3.160, -1.047, 0.327], [2.221, -1.604, -2.154], [3.781, -2.717, -2.420], [4.643, -0.526, -3.366], [5.014, -0.212, -1.492], [2.597, 1.026, -1.191], [2.260, 0.606, -3.056], [3.880, 2.340, -3.881], [4.836, 2.387, -2.236], [3.328, 4.556, -2.826], [3.184, 3.903, -1.056], [1.160, 3.877, -3.612], [0.831, 2.504, -2.334], [-0.634, 4.794, -2.100], [0.956, 5.738, -1.572], [-0.190, 2.999, -0.067], [1.106, 4.206, 0.590], [-0.610, 6.232, 0.523], [-2.000, 5.207, -0.232], [-2.703, 5.158, 2.174], [-0.929, 5.578, 2.753], [-0.369, 2.792, 2.351], [-1.531, 3.306, 3.743], [-3.443, 2.996, 1.471], [-3.273, 1.914, 3.008], [-0.330, 0.444, 2.760], [0.461, -1.834, 1.404], [-4.386, 2.303, -0.376], [-4.168, 1.291, -1.958], [-7.786, -0.404, -2.958], [-7.187, 1.257, -2.293], [-5.976, 0.072, -3.301], [-5.750, -2.220, -2.424], [-5.041, -2.143, -0.676], [-6.872, -2.622, -0.937], [2.309, -9.204, 1.995], [1.279, -8.228, 1.718], [1.053, -7.065, 2.544], [-0.136, -9.018, 1.537], [-0.670, -8.747, 0.243], [0.538, -8.471, -0.648], [1.446, -7.737, 0.171], [-1.314, -7.865, 0.318], [-1.259, -9.597, -0.112], [0.275, -7.899, -1.541], [1.030, -9.404, -0.945], [5.563, -1.325, 1.664], [6.048, -2.202, 2.706], [6.462, -3.564, 2.459], [4.959, -2.202, 3.919], [5.587, -1.764, 5.122], [6.715, -0.836, 4.679], [7.249, -1.434, 3.500], [5.981, -2.644, 5.641], [4.865, -1.256, 5.767], [7.491, -0.729, 5.442], [6.330, 0.153, 4.411], [-3.025, 7.261, -3.038], [-3.578, 7.411, -1.710], [-2.865, 8.049, -0.628], [-4.088, 5.948, -1.204], [-5.482, 6.007, -0.907], [-6.046, 7.097, -1.813], [-5.044, 8.111, -1.846], [-5.594, 6.275, 0.149], [-5.952, 5.036, -1.087], [-6.991, 7.501, -1.441], [-6.186, 6.728, -2.835]], "total_charge": 0, "smiles": "CCCCCCCCCCCCCCCCc1ccc2nsnc2c1CC(=O)N(C)C.O=S1(=O)OCCO1.O=S1(=O)OCCO1.O=S1(=O)OCCO1", "energy_ev": -108482.7838}

=====

Results for molar mass: 738.806; 329.418; 103.121; 635.990; 214.716; 66.063; 952.818; 86.090; 818.068 (in g/mol, following the order of the records).